Density functional theory data (ωB97M-V/def2-TZVPD) for C20H20N7S2Sn as an isolated structure at a distorted geometry.

LUMO level (spin up / spin down) = -11.7 / -11.9 eV
gap between HOMO and LUMO (spin up / spin down) = 4.9514 / 4.7680 eV
multiplicity = 1
ΔE to the lowest compared entry with this formula, charge and spin = 0.242 eV
net charge = +3

Structure (XYZ):
```
50
C20H20N7S2Sn (ωB97M-V/def2-TZVPD)
Sn -0.6450 0.5512 0.3625
C 5.1125 1.1947 3.0790
C 4.2420 -0.0105 3.4187
N 2.8321 0.3110 3.5548
C 2.0096 0.4997 2.5490
S 0.2864 0.5796 2.8633
N 2.4989 0.4839 1.3236
N 1.9494 0.8247 0.2261
C 2.4945 1.0454 -0.9200
C 3.9729 1.1379 -1.0585
C 1.6270 1.2734 -2.0886
C 2.1690 1.7451 -3.2860
C 1.3352 1.9365 -4.3779
C -0.0175 1.6677 -4.2555
C -0.4856 1.2196 -3.0278
N 0.3121 1.0274 -1.9897
H 6.1520 0.8817 3.0822
H 4.9930 1.9872 3.8095
H 4.8759 1.5806 2.0923
H 4.5663 -0.4387 4.3668
H 4.3392 -0.7582 2.6259
H 2.4538 0.3665 4.4940
H 4.4501 0.7717 -0.1502
H 4.2947 2.1670 -1.2253
H 4.3144 0.5412 -1.9046
H 3.2216 1.9693 -3.3636
H 1.7481 2.2837 -5.3128
H -0.6940 1.7867 -5.0880
H -1.5314 0.9894 -2.8721
N -4.5689 -1.4726 0.1259
C -3.9018 -2.6773 0.0796
C -4.3364 -3.9938 0.0501
C -3.3627 -4.9793 0.0189
C -1.9937 -4.6662 0.0236
C -1.5546 -3.3615 0.0554
C -2.5217 -2.3562 0.0967
N -2.4092 -0.9938 0.1626
C -3.6539 -0.4960 0.1680
C -3.8850 0.9235 0.2190
C -5.0719 1.6096 0.1780
S -4.8076 3.2900 0.3127
C -3.1315 3.0025 0.4057
N -2.7874 1.7413 0.3393
H -5.5732 -1.3637 0.1610
H -5.3883 -4.2366 0.0642
H -3.6644 -6.0163 -0.0081
H -1.2806 -5.4751 -0.0068
H -0.5006 -3.1083 0.0346
H -6.0645 1.2139 0.0746
H -2.4179 3.7999 0.5176
```

Atom charges from the natural (NBO) analysis, given in e for atoms 1 to 4: Sn 1.6011; C -0.6128; C -0.2405; N -0.4606